{"formula": "C13H28N2O7S", "method": "ωB97M-V/def2-TZVPD", "elements": ["C", "C", "O", "O", "C", "C", "C", "C", "C", "O", "S", "O", "O", "H", "H", "H", "H", "H", "H", "H", "H", "H", "H", "H", "H", "H", "H", "C", "C", "O", "N", "C", "H", "H", "H", "H", "H", "H", "H", "C", "C", "O", "N", "C", "H", "H", "H", "H", "H", "H", "H"], "coordinates": [[2.969, -2.429, -1.301], [2.685, -1.281, -2.274], [3.139, -1.309, -3.337], [1.922, -0.267, -1.833], [0.629, -0.713, -1.327], [-0.440, 0.326, -1.690], [-1.563, -0.208, -2.587], [-2.577, -1.116, -1.888], [-2.035, -2.471, -1.458], [-1.455, -3.177, -2.566], [-1.238, -4.788, -2.229], [-0.812, -4.840, -0.858], [0.057, -5.157, -3.126], [3.964, -2.820, -1.491], [2.940, -2.032, -0.284], [2.251, -3.238, -1.432], [0.437, -1.707, -1.733], [0.726, -0.810, -0.239], [0.080, 1.093, -2.268], [-0.831, 0.776, -0.779], [-1.180, -0.661, -3.502], [-2.124, 0.670, -2.927], [-3.062, -0.653, -1.026], [-3.381, -1.298, -2.611], [-2.856, -3.065, -1.043], [-1.317, -2.313, -0.651], [0.868, -4.984, -2.611], [0.113, 4.262, 2.130], [-0.076, 3.571, 0.805], [-0.905, 2.679, 0.653], [0.701, 3.959, -0.234], [1.728, 4.984, -0.257], [-0.580, 3.834, 2.851], [1.130, 4.113, 2.495], [-0.094, 5.329, 2.034], [0.517, 3.451, -1.086], [1.464, 5.738, -1.000], [2.678, 4.530, -0.543], [1.836, 5.460, 0.712], [-0.794, -0.406, 4.880], [-0.883, 0.658, 3.810], [-1.256, 1.794, 4.063], [-0.531, 0.310, 2.544], [-0.067, -0.979, 2.073], [-1.104, 0.023, 5.828], [-1.454, -1.241, 4.643], [0.233, -0.761, 4.979], [-0.615, 1.066, 1.873], [0.926, -0.858, 1.638], [-0.749, -1.342, 1.302], [-0.017, -1.706, 2.877]], "mulliken_charge": [-0.793, 0.681, -0.514, -0.428, 0.805, -0.065, -1.122, -0.773, -0.704, -0.267, 0.555, -0.504, -0.416, 0.350, 0.315, 0.094, 0.352, -0.814, 0.302, 0.095, 0.403, 0.382, 0.422, 0.354, 0.586, 0.493, 0.332, -1.375, 0.882, -0.727, -0.074, -0.941, 0.256, 0.372, 0.431, 0.199, 0.314, 0.286, 0.352, -1.410, 0.830, -0.617, 0.152, -1.121, 0.337, 0.366, 0.351, 0.067, 0.099, 0.427, 0.425], "relative_energy_ev": 0.000, "e_lumo_ev": 0.5512, "orbital_gap_ev": 9.891}